C30H27F14NO6P2S as an isolated structure in a non-equilibrium geometry. Source: the Open Molecules 2025 dataset; level of theory: ωB97M-V/def2-TZVPD.

Properties
Max |F| (eV Å⁻¹): 2.47
LUMO (eV): 0.3481
Energy above the lowest of the compared OMol25 structures with the same formula, charge and spin (kJ/mol): 0.00
Frontier orbital gap (eV): 9.53

Structure (ORCA input):
```
! RIJCOSX wB97M-V def2-TZVPD def2/J DEFGRID3
* xyz 0 1
C -6.20 -2.93 -1.71
C -5.77 -1.74 -2.53
F -6.82 -0.90 -2.72
O -5.31 -2.12 -3.81
P -3.75 -2.32 -3.93
O -3.24 -3.35 -3.06
O -3.47 -2.51 -5.46
P -2.78 -3.97 -5.92
N -3.58 -5.26 -5.59
O -3.19 -0.79 -3.60
S -1.61 -0.60 -3.43
O -0.89 -1.75 -3.84
O -1.27 0.61 -4.09
C -1.37 -0.24 -1.62
F -2.58 0.16 -1.17
F -0.53 0.78 -1.47
C -0.95 -1.45 -0.75
F -0.99 -0.99 0.51
F -1.88 -2.42 -0.84
C 0.49 -2.00 -1.01
F 1.12 -1.31 -1.98
F 1.22 -1.82 0.11
C 0.56 -3.53 -1.29
F 1.83 -3.85 -1.55
F 0.16 -4.18 -0.20
F -0.18 -3.88 -2.33
H -6.49 -3.73 -2.37
H -6.98 -2.64 -1.02
H -5.34 -3.26 -1.15
H -5.04 -1.16 -1.97
H -2.59 -3.78 -7.29
H -1.52 -3.97 -5.32
H -3.84 -5.70 -6.47
F -1.01 -0.09 7.13
C -0.55 -0.35 5.88
C 0.47 0.44 5.38
C 0.95 0.17 4.11
C 0.39 -0.86 3.35
C -0.63 -1.63 3.88
C -1.11 -1.38 5.16
H 0.88 1.23 5.98
H 1.75 0.77 3.70
H 0.77 -1.05 2.36
H -1.07 -2.42 3.29
H -1.91 -1.97 5.59
F 7.17 -4.99 0.67
C 6.16 -4.15 0.96
C 4.92 -4.37 0.39
C 3.88 -3.50 0.70
C 4.10 -2.43 1.55
C 5.35 -2.23 2.11
C 6.39 -3.09 1.82
H 4.78 -5.21 -0.27
H 2.91 -3.67 0.27
H 3.29 -1.75 1.79
H 5.52 -1.39 2.77
H 7.38 -2.96 2.24
F -2.40 6.05 -5.39
C -1.29 5.43 -4.94
C -0.14 6.16 -4.72
C 0.99 5.52 -4.25
C 0.97 4.15 -4.02
C -0.20 3.42 -4.24
C -1.34 4.07 -4.70
H -0.15 7.23 -4.92
H 1.89 6.08 -4.07
H 1.85 3.65 -3.65
H -0.23 2.36 -4.06
H -2.25 3.52 -4.88
F 1.38 3.12 4.87
C 1.71 4.31 5.44
C 1.35 4.55 6.75
C 1.69 5.76 7.32
C 2.37 6.72 6.58
C 2.71 6.46 5.26
C 2.38 5.25 4.68
H 0.82 3.79 7.31
H 1.42 5.96 8.35
H 2.62 7.67 7.03
H 3.23 7.21 4.68
H 2.65 5.02 3.66
*
```